[1]
Entry from the OMol25 dataset: a cluster of 2 separate species, C4H12N2O in total (ωB97M-V/def2-TZVPD).

The structure (SMILES) is [H]/N=C/NCCC.O. As for the total charge: 0. The value obtained for the relative energy (zero: lowest compared OMol25 entry of this formula, charge and spin) is 1.289 eV. For the gap between HOMO and LUMO, the calculation gives 0.368 Eh.

Cartesian coordinates (Å):
H: -2.83243 1.68527 -1.13596
N: -2.12293 1.57814 -0.41503
C: -0.93162 1.42802 -0.86633
N: 0.06265 1.25272 0.02657
C: 1.39633 0.75668 -0.26063
C: 1.56651 -0.67623 0.31135
C: 0.70755 -1.81440 -0.15079
H: -0.63475 1.47989 -1.91120
H: -0.17675 1.11783 1.00056
H: 2.09672 1.34250 0.33153
H: 1.74465 0.78417 -1.29317
H: 2.62786 -0.90346 0.12152
H: 1.54200 -0.51068 1.39686
H: -0.27770 -1.46272 -0.45527
H: 1.15203 -2.41748 -0.95089
H: 0.59973 -2.59046 0.60865
O: -2.05014 -0.74068 1.38346
H: -2.67046 -0.04951 1.68988
H: -1.79925 -0.25961 0.56890

[2]
Entry from the OMol25 dataset: a cluster of 5 separate species, C26H47BO12S5 in total (ωB97M-V/def2-TZVPD).

As for the total charge: 0. For the gap between HOMO and LUMO, the calculation gives 0.331 Eh.

Cartesian coordinates (Å):
C: 1.07209 -0.20716 5.85692
C: 1.60539 -0.49041 4.41795
B: 0.91049 0.40123 3.28867
O: 0.44109 1.65973 3.57560
O: 0.86209 -0.17324 1.99812
S: 0.54971 0.87490 0.72271
O: -0.80804 1.34403 0.88013
O: 1.46157 2.20841 0.86754
C: 2.84580 1.94808 0.56733
C: 3.61743 2.03675 1.88879
C: 3.45833 3.22636 2.61687
C: 4.08154 3.40547 3.84829
C: 4.87410 2.35252 4.33592
C: 5.05106 1.16849 3.62654
C: 5.89324 0.01506 4.15974
C: 4.40885 1.00276 2.37989
H: 1.82810 0.33347 6.44494
H: 0.08361 0.27124 5.88621
H: 0.94353 -1.18763 6.35179
H: 2.68023 -0.25591 4.36218
H: 1.39590 -1.53832 4.15398
H: -0.16076 1.66480 4.32772
H: 3.00120 0.98353 0.06040
H: 3.17180 2.75724 -0.10204
H: 2.82705 4.02491 2.21899
H: 3.92096 4.33351 4.39513
H: 5.35830 2.44565 5.31123
H: 6.93420 0.12106 3.82350
H: 5.87974 -0.00358 5.26107
H: 5.46440 -0.94351 3.83467
H: 4.51889 0.08656 1.79558
C: -1.70670 -2.16940 -1.99781
C: -2.03485 -2.41537 -3.47736
C: -0.93406 -1.74822 -4.30908
S: 0.53796 -1.74957 -3.28309
O: 0.88018 -0.38371 -2.96993
O: 1.50225 -2.67324 -3.82793
C: -0.22393 -2.48753 -1.84199
H: -2.31827 -2.78544 -1.33890
H: -1.89118 -1.12140 -1.74768
H: -2.04458 -3.48987 -3.67501
H: -3.01724 -2.02582 -3.74326
H: -0.73362 -2.29280 -5.22039
H: -1.17885 -0.71242 -4.54085
H: 0.21528 -2.06943 -0.93778
H: -0.04363 -3.56192 -1.88563
C: -1.64626 4.86340 -2.30784
C: -0.71724 6.07130 -2.48544
C: 0.66622 5.66545 -1.96358
S: 0.78287 3.88523 -2.18374
O: 0.85379 3.26172 -0.87834
O: 1.74189 3.59289 -3.21888
C: -0.86865 3.65991 -2.82942
H: -2.58643 4.99374 -2.84339
H: -1.87670 4.72736 -1.24848
H: -0.65078 6.32676 -3.54575
H: -1.09231 6.94986 -1.96076
H: 1.46820 6.14641 -2.51910
H: 0.77175 5.87822 -0.90075
H: -1.26742 2.70627 -2.48885
H: -0.80329 3.67349 -3.91778
C: -3.14802 -3.40779 8.00057
C: -2.48864 -4.75303 7.67131
C: -1.37968 -4.48247 6.64707
S: -0.83098 -2.79746 6.93813
O: -1.16894 -2.00712 5.78340
O: 0.49703 -2.82428 7.49698
C: -2.00185 -2.42955 8.23841
H: -3.79921 -3.47839 8.87119
H: -3.75209 -3.07581 7.15279
H: -2.05526 -5.17732 8.57987
H: -3.21037 -5.47298 7.28667
H: -0.53721 -5.15878 6.77262
H: -1.75305 -4.54030 5.62590
H: -2.30406 -1.38629 8.17629
H: -1.50969 -2.62237 9.19180
C: -1.98554 -0.48619 -9.62198
C: -2.80283 -1.57993 -10.32063
C: -3.03307 -2.70238 -9.30168
S: -3.01409 -1.92236 -7.68413
O: -1.87164 -2.40878 -6.94964
O: -4.34022 -1.94652 -7.12270
C: -2.65211 -0.27084 -8.26741
H: -1.95930 0.43402 -10.20443
H: -0.95687 -0.82663 -9.48179
H: -3.76357 -1.16889 -10.63898
H: -2.29745 -1.95529 -11.20980
H: -3.99175 -3.19460 -9.44802
H: -2.23084 -3.43822 -9.32728
H: -2.01520 0.24126 -7.54888
H: -3.59978 0.25741 -8.37322

One value per record, in order, for molar mass: 104.15, 722.80 g/mol.
One value per record, in order, for DFT total energy: -9369.90437, -107146.47365 eV.